(1)
The following is a DFT calculation (ωB97M-V/def2-TZVPD) of C22H27N5O3 in the gas phase.

Spin multiplicity   1
HOMO level   -8.47 eV
Orbital gap   8.29 eV

Cartesian coordinates (Å):
C1 1.5922 2.2063 -5.1200
C2 0.4936 1.3168 -4.5471
N1 0.9782 0.5207 -3.4280
C3 0.8581 1.1221 -2.1165
C4 -0.5517 0.9948 -1.5382
C5 1.5298 -0.6715 -3.7168
O1 1.6251 -1.0892 -4.8558
C6 2.0710 -1.5302 -2.5546
N2 1.0593 -1.9294 -1.6180
C7 1.0297 -1.6380 -0.3050
C8 -0.1051 -2.1677 0.2870
C9 -0.5283 -2.0135 1.6470
O2 -1.4379 -2.6389 2.1796
C10 0.1823 -0.9303 2.4723
O3 0.9231 -0.0824 2.0019
N3 -0.1532 -1.0218 3.7662
C11 0.2295 -0.0813 4.7874
C12 -0.9715 0.7333 5.2765
C13 -1.5239 1.6664 4.1901
N4 -0.6706 2.8009 3.9688
C14 0.3527 2.9032 3.0673
C15 0.8984 4.1393 3.2588
N5 0.2384 4.7931 4.2509
C16 -0.6868 3.9696 4.6551
C17 -0.8120 -2.8589 -0.7610
C18 -2.0012 -3.5781 -0.8047
C19 -2.4016 -4.0972 -2.0182
C20 -1.6467 -3.9076 -3.1771
C21 -0.4656 -3.1930 -3.1601
C22 -0.0580 -2.6732 -1.9395
H1 2.4055 1.5898 -5.4933
H2 1.1976 2.7974 -5.9415
H3 1.9826 2.8821 -4.3619
H4 0.1470 0.6264 -5.3190
H5 -0.3481 1.9187 -4.2019
H6 1.5734 0.6720 -1.4311
H7 1.1149 2.1820 -2.2084
H8 -1.2570 1.6169 -2.0834
H9 -0.9002 -0.0333 -1.5841
H10 -0.5427 1.3111 -0.4990
H11 2.5066 -2.4184 -3.0269
H12 2.8634 -0.9939 -2.0267
H13 1.8179 -1.0843 0.1667
H14 -0.8325 -1.7426 3.9869
H15 0.6720 -0.6236 5.6291
H16 0.9864 0.5769 4.3532
H17 -1.7634 0.0499 5.5897
H18 -0.6698 1.3277 6.1404
H19 -1.6309 1.1165 3.2506
H20 -2.5098 2.0321 4.4925
H21 0.6011 2.1093 2.3929
H22 1.7188 4.6007 2.7469
H23 -1.3962 4.1774 5.4319
H24 -2.5794 -3.7218 0.0939
H25 -3.3187 -4.6641 -2.0787
H26 -1.9956 -4.3287 -4.1078
H27 0.1102 -3.0399 -4.0591

(2)
The following is a DFT calculation (ωB97M-V/def2-TZVPD) of C30H54Cl3IrO3P2 as an isolated structure.

Spin multiplicity   1
HOMO level   -14.17 eV
Orbital gap   7.47 eV
Net charge   +2

Cartesian coordinates (Å):
Ir1 0.6109 0.6484 0.0262
C1 -2.4099 -2.7620 -1.6533
C2 -1.9698 -1.6425 -0.7051
C3 -2.6292 -0.3115 -1.0763
P1 -0.1477 -1.4881 -0.5938
C4 0.4414 -2.7707 0.5857
C5 0.0366 -2.4251 2.0288
C6 -0.0393 -4.1981 0.2970
C7 0.6539 -1.7504 -2.2145
C8 0.0471 -0.8206 -3.2758
C9 0.8232 -3.1742 -2.7476
H1 -3.4855 -2.9020 -1.5343
H2 -1.9289 -3.7153 -1.4493
H3 -2.2277 -2.4959 -2.6921
H4 -2.2739 -1.8958 0.3172
H5 -2.4646 -0.0665 -2.1264
H6 -2.2404 0.5056 -0.4783
H7 -3.7040 -0.3748 -0.9045
H8 1.5332 -2.7208 0.4990
H9 -1.0515 -2.3951 2.1284
H10 0.4286 -1.4763 2.3705
H11 0.4069 -3.1984 2.7036
H12 -1.0938 -4.3100 0.5557
H13 0.5255 -4.8822 0.9323
H14 0.1020 -4.5146 -0.7299
H15 1.6351 -1.3655 -1.9860
H16 -0.9097 -1.1925 -3.6397
H17 0.7198 -0.7758 -4.1347
H18 -0.0972 0.1964 -2.9111
H19 -0.1263 -3.6666 -2.9497
H20 1.4132 -3.7978 -2.0781
H21 1.3669 -3.1166 -3.6932
C10 5.4556 0.7639 -1.4812
C11 4.1265 0.0399 -1.2187
C12 3.6872 -0.7006 -2.4926
P2 2.8719 1.1783 -0.4625
C13 3.1938 1.1888 1.3273
C14 2.4541 -0.0532 1.8555
C15 4.6454 1.1921 1.8027
C16 3.0170 2.8363 -1.2211
C17 2.7161 2.7120 -2.7221
C18 4.2902 3.6465 -0.9410
H22 6.2278 0.0047 -1.6129
H23 5.7700 1.4121 -0.6671
H24 5.4113 1.3449 -2.3996
H25 4.2961 -0.6938 -0.4239
H26 2.9494 -0.1482 -3.0745
H27 3.2965 -1.6877 -2.2676
H28 4.5578 -0.8497 -3.1321
H29 2.6845 2.0846 1.6983
H30 2.9174 -0.9773 1.5128
H31 1.3485 -0.1167 1.5660
H32 2.4188 -0.0680 2.9454
H33 5.1942 0.3213 1.4401
H34 4.6553 1.1525 2.8943
H35 5.1794 2.0913 1.5067
H36 2.2051 3.3777 -0.7455
H37 3.4718 2.1191 -3.2370
H38 2.7192 3.7032 -3.1747
H39 1.7374 2.2641 -2.9088
H40 5.1411 3.3199 -1.5270
H41 4.5625 3.6561 0.1145
H42 4.0787 4.6791 -1.2234
Cl1 -2.2204 3.9094 -2.1464
C19 -0.8625 4.2285 -1.0825
Cl2 0.4142 5.0835 -1.9718
Cl3 -1.3613 5.1773 0.3056
C20 -0.2263 2.9139 -0.6012
O1 0.5264 2.8749 0.3856
O2 -0.4414 1.8331 -1.2517
C21 -7.1292 -0.7333 1.8063
C22 -5.7199 -0.3167 2.1079
C23 -4.9587 -0.9996 3.0533
C24 -3.6431 -0.6623 3.3083
C25 -2.8986 -1.3920 4.4043
C26 -3.0538 0.3690 2.5274
C27 -1.6316 0.4551 2.5468
O3 -0.8916 0.9531 1.6721
C28 -3.8642 1.1874 1.6973
C29 -3.3683 2.4915 1.1246
C30 -5.1690 0.8070 1.4824
H43 -7.3982 -1.6533 2.3200
H44 -7.2619 -0.8791 0.7327
H45 -7.8309 0.0479 2.1058
H46 -5.4157 -1.8079 3.6130
H47 -3.5638 -2.0924 4.9027
H48 -2.5363 -0.6869 5.1543
H49 -2.0397 -1.9568 4.0394
H50 -1.1369 0.0008 3.4134
H51 -2.6003 2.9406 1.7510
H52 -4.1963 3.1924 1.0301
H53 -2.9470 2.3613 0.1260
H54 -5.7991 1.4159 0.8416

(3)
The following is a DFT calculation (ωB97M-V/def2-TZVPD) of C36H38HgN9O5S2Si as an isolated structure.

Spin multiplicity   2
HOMO level (spin up / spin down)   -0.27 / -2.70 eV
Orbital gap (spin up / spin down)   4.39 / 6.81 eV
Net charge   -2

Cartesian coordinates (Å):
Hg1 -0.3593 0.2559 0.8407
N1 -1.5838 2.2928 2.2598
N2 -0.6825 2.6640 3.2719
C1 0.3059 1.7248 3.6972
O1 0.7882 1.9467 4.8115
O2 0.6166 0.7987 2.8887
H1 -1.8185 3.0954 1.6901
H2 -2.4311 1.8717 2.6309
H3 -1.0806 3.1394 4.0697
C2 2.5426 2.4926 0.9089
Si1 1.2336 2.9716 -0.3466
C3 2.2307 3.6317 -1.8225
C4 0.2574 4.4377 0.3468
N3 0.2589 1.6148 -0.7585
C5 -0.2558 1.4641 -2.0295
C6 -0.5842 2.5544 -2.8524
C7 -1.0504 2.4102 -4.1511
C8 -1.2305 1.1483 -4.6861
C9 -0.9459 0.0385 -3.8957
C10 -0.4809 0.1928 -2.6028
O3 -0.1568 -0.8769 -1.7941
C11 -0.4686 -2.1366 -2.2503
C12 -1.7042 -2.6840 -1.9442
C13 -1.9890 -3.9707 -2.3754
C14 -1.0604 -4.6895 -3.1177
C15 0.1771 -4.1304 -3.4054
C16 0.4789 -2.8493 -2.9666
H4 2.8386 3.3698 1.4917
H5 3.4294 2.0932 0.4098
H6 2.1783 1.7448 1.6169
H7 3.1437 4.0953 -1.4376
H8 1.7000 4.3738 -2.4204
H9 2.5178 2.8147 -2.4896
H10 0.7255 5.3945 0.0994
H11 0.2001 4.3587 1.4362
H12 -0.7607 4.4487 -0.0520
H13 -0.4878 3.5497 -2.4366
H14 -1.2861 3.2928 -4.7348
H15 -1.5991 1.0138 -5.6950
H16 -1.0891 -0.9568 -4.2944
H17 -2.4129 -2.0989 -1.3661
H18 -2.9390 -4.4173 -2.1157
H19 -1.2933 -5.6925 -3.4537
H20 0.9104 -4.6904 -3.9733
H21 1.4430 -2.3947 -3.1558
N4 -6.8242 -6.0277 -0.5595
C17 -6.4591 -4.6727 -0.5681
C18 -6.9041 -3.8163 0.4334
C19 -6.5652 -2.4739 0.4119
C20 -5.7685 -1.9758 -0.6070
C21 -5.3483 -2.8166 -1.6299
C22 -5.6919 -4.1556 -1.6112
S1 -5.2268 -0.2826 -0.6054
O4 -6.1686 0.4371 0.2310
O5 -5.1283 0.1019 -1.9897
N5 -3.7522 -0.3033 -0.0080
C23 -3.5011 -0.4360 1.2961
S2 -4.6654 -0.3681 2.6280
C24 -3.3880 -0.6542 3.7664
C25 -2.2108 -0.7423 3.1272
N6 -2.2691 -0.6094 1.7558
H22 -7.0317 -6.3853 0.3605
H23 -6.1766 -6.6249 -1.0497
H24 -7.5056 -4.2098 1.2454
H25 -6.9169 -1.8058 1.1844
H26 -4.7523 -2.4037 -2.4340
H27 -5.3596 -4.8181 -2.4034
H28 -3.5898 -0.7699 4.8167
H29 -1.2437 -0.8984 3.5820
C26 2.6721 -3.0837 0.2236
C27 2.0370 -1.9013 0.5426
N7 0.7481 -1.8773 0.9210
C28 0.0787 -3.0182 1.0426
C29 0.6434 -4.2956 0.7536
C30 1.9773 -4.2718 0.3068
C31 -0.0972 -5.5192 0.7563
C32 -1.2508 -5.8870 1.4449
C33 -1.7416 -5.4452 2.6920
C34 -3.0018 -5.8910 3.1825
C35 -3.3553 -5.5830 4.4621
N8 -2.5715 -4.8677 5.3003
C36 -1.4397 -4.4439 4.7345
N9 -0.9781 -4.6655 3.5211
H30 3.7087 -3.0660 -0.0915
H31 2.5406 -0.9449 0.4832
H32 -0.9603 -2.9428 1.3290
H33 2.4616 -5.2079 0.0494
H34 0.2846 -6.2580 0.0545
H35 -1.7924 -6.7387 1.0357
H36 -3.6631 -6.4525 2.5381
H37 -4.3075 -5.9146 4.8708
H38 -0.8069 -3.8285 5.3714

Please write out number 1 again, unchanged.
The following is a DFT calculation (ωB97M-V/def2-TZVPD) of C22H27N5O3 in the gas phase.

Spin multiplicity   1
HOMO level   -8.47 eV
Orbital gap   8.29 eV

Cartesian coordinates (Å):
C1 1.5922 2.2063 -5.1200
C2 0.4936 1.3168 -4.5471
N1 0.9782 0.5207 -3.4280
C3 0.8581 1.1221 -2.1165
C4 -0.5517 0.9948 -1.5382
C5 1.5298 -0.6715 -3.7168
O1 1.6251 -1.0892 -4.8558
C6 2.0710 -1.5302 -2.5546
N2 1.0593 -1.9294 -1.6180
C7 1.0297 -1.6380 -0.3050
C8 -0.1051 -2.1677 0.2870
C9 -0.5283 -2.0135 1.6470
O2 -1.4379 -2.6389 2.1796
C10 0.1823 -0.9303 2.4723
O3 0.9231 -0.0824 2.0019
N3 -0.1532 -1.0218 3.7662
C11 0.2295 -0.0813 4.7874
C12 -0.9715 0.7333 5.2765
C13 -1.5239 1.6664 4.1901
N4 -0.6706 2.8009 3.9688
C14 0.3527 2.9032 3.0673
C15 0.8984 4.1393 3.2588
N5 0.2384 4.7931 4.2509
C16 -0.6868 3.9696 4.6551
C17 -0.8120 -2.8589 -0.7610
C18 -2.0012 -3.5781 -0.8047
C19 -2.4016 -4.0972 -2.0182
C20 -1.6467 -3.9076 -3.1771
C21 -0.4656 -3.1930 -3.1601
C22 -0.0580 -2.6732 -1.9395
H1 2.4055 1.5898 -5.4933
H2 1.1976 2.7974 -5.9415
H3 1.9826 2.8821 -4.3619
H4 0.1470 0.6264 -5.3190
H5 -0.3481 1.9187 -4.2019
H6 1.5734 0.6720 -1.4311
H7 1.1149 2.1820 -2.2084
H8 -1.2570 1.6169 -2.0834
H9 -0.9002 -0.0333 -1.5841
H10 -0.5427 1.3111 -0.4990
H11 2.5066 -2.4184 -3.0269
H12 2.8634 -0.9939 -2.0267
H13 1.8179 -1.0843 0.1667
H14 -0.8325 -1.7426 3.9869
H15 0.6720 -0.6236 5.6291
H16 0.9864 0.5769 4.3532
H17 -1.7634 0.0499 5.5897
H18 -0.6698 1.3277 6.1404
H19 -1.6309 1.1165 3.2506
H20 -2.5098 2.0321 4.4925
H21 0.6011 2.1093 2.3929
H22 1.7188 4.6007 2.7469
H23 -1.3962 4.1774 5.4319
H24 -2.5794 -3.7218 0.0939
H25 -3.3187 -4.6641 -2.0787
H26 -1.9956 -4.3287 -4.1078
H27 0.1102 -3.0399 -4.0591